Entry 1:
Formula: C40H58BrCaN3O2S3
Source: the Open Molecules 2025 dataset
Level of theory: the ωB97M-V functional and the def2-TZVPD basis

Last column: Löwdin charge in e.
Element x y z (Å)
Ca -0.19 0.86 -2.03  1.1467
C -3.34 -0.28 -2.77  -0.1089
N -2.99 0.80 -1.85  -0.2912
C -3.70 2.01 -2.24  -0.1223
C -3.31 0.40 -0.48  -0.1927
C -2.51 1.16 0.56  -0.1834
N -1.08 0.91 0.52  -0.1840
C -0.40 2.04 1.20  -0.1435
C 1.09 1.93 1.42  -0.1472
C 1.59 2.06 2.70  -0.0108
C 2.96 1.99 2.97  -0.1899
C 3.81 1.77 1.88  0.0089
C 3.36 1.63 0.57  -0.0838
C 1.97 1.71 0.33  -0.3475
O 1.46 1.59 -0.85  -0.3066
C 4.33 1.40 -0.58  -0.5332
C 4.07 0.03 -1.23  -0.0347
C 5.78 1.41 -0.09  -0.0884
C 4.20 2.50 -1.64  -0.0399
C 3.46 2.14 4.40  -0.5670
C 2.83 1.06 5.29  -0.0605
C 3.07 3.52 4.94  -0.0606
C 4.98 2.01 4.50  -0.0783
C -0.70 -0.35 1.19  -0.1162
C -1.25 -1.66 0.66  -0.1495
C -1.98 -2.48 1.50  -0.0120
C -2.43 -3.73 1.09  -0.1918
C -2.08 -4.13 -0.20  -0.0164
C -1.34 -3.36 -1.09  -0.0864
C -0.93 -2.07 -0.67  -0.3487
O -0.32 -1.23 -1.42  -0.2585
C -1.03 -4.00 -2.46  -0.5312
C -0.23 -3.15 -3.45  -0.0577
C -0.21 -5.28 -2.21  -0.0605
C -2.34 -4.38 -3.15  -0.0546
C -3.24 -4.67 1.98  -0.5668
C -4.56 -5.03 1.29  -0.0588
C -2.45 -5.96 2.24  -0.0581
C -3.57 -4.04 3.33  -0.0811
H -4.43 -0.49 -2.72  0.0886
H -2.80 -1.18 -2.48  0.0658
H -3.05 0.00 -3.78  0.0277
H -4.79 1.86 -2.17  0.0845
H -3.42 2.28 -3.26  0.0235
H -3.42 2.84 -1.58  0.0738
H -3.12 -0.67 -0.40  0.1047
H -4.39 0.55 -0.27  0.1215
H -2.92 0.94 1.57  0.1251
H -2.65 2.24 0.40  0.1084
H -0.86 2.18 2.19  0.1179
H -0.63 2.92 0.60  0.1104
H 0.89 2.22 3.51  0.1041
H 4.87 1.71 2.06  0.0747
H 4.21 -0.77 -0.50  0.0848
H 4.77 -0.13 -2.05  0.0825
H 3.07 -0.05 -1.63  0.0681
H 5.97 0.61 0.63  0.0778
H 6.05 2.36 0.37  0.0805
H 6.44 1.25 -0.94  0.0770
H 3.24 2.46 -2.15  0.0628
H 4.97 2.37 -2.40  0.0801
H 4.32 3.48 -1.19  0.0841
H 1.75 1.15 5.31  0.0717
H 3.19 1.15 6.32  0.0733
H 3.08 0.07 4.92  0.0876
H 1.99 3.65 4.93  0.0725
H 3.50 4.31 4.33  0.0859
H 3.42 3.65 5.97  0.0734
H 5.32 1.04 4.15  0.0833
H 5.29 2.12 5.54  0.0752
H 5.49 2.77 3.92  0.0819
H -0.99 -0.27 2.25  0.1232
H 0.39 -0.39 1.15  0.1341
H -2.20 -2.11 2.49  0.0967
H -2.39 -5.11 -0.54  0.0910
H 0.74 -2.84 -3.06  0.0841
H -0.73 -2.24 -3.76  0.0774
H -0.06 -3.76 -4.34  0.0809
H 0.73 -5.04 -1.71  0.0888
H 0.02 -5.76 -3.16  0.0756
H -0.75 -6.00 -1.59  0.0661
H -2.95 -3.50 -3.34  0.0787
H -2.94 -5.08 -2.56  0.0665
H -2.13 -4.86 -4.11  0.0785
H -4.39 -5.53 0.33  0.0709
H -5.15 -4.14 1.09  0.0864
H -5.15 -5.70 1.91  0.0735
H -2.22 -6.48 1.31  0.0729
H -3.02 -6.64 2.87  0.0733
H -1.50 -5.74 2.73  0.0863
H -4.14 -3.11 3.21  0.0821
H -2.67 -3.80 3.90  0.0804
H -4.17 -4.73 3.92  0.0753
S 0.67 1.89 -7.14  0.2289
C 0.23 1.54 -5.55  -1.8541
S 1.33 0.74 -4.44  0.2429
S -1.42 1.80 -4.94  0.2809
Br 1.81 6.56 -0.11  0.7104
C 0.54 5.75 -1.26  -0.6741
C -0.39 6.50 -1.95  -0.1312
C -1.28 5.84 -2.78  -0.0585
C -1.20 4.46 -2.88  -0.1537
N -0.32 3.74 -2.20  0.0808
C 0.55 4.37 -1.41  -0.1751
H -0.42 7.58 -1.84  0.0951
H -2.01 6.38 -3.36  0.1002
H -1.82 3.89 -3.56  0.0150
H 1.28 3.75 -0.90  0.0836

Its molar mass is 829.106 g/mol. The HOMO-LUMO gap comes out at 4.56 eV. The strongest force on any atom comes out at 1.3 eV/A. The calculated total energy is -171981.028 eV. The relative energy (zero: lowest compared OMol25 entry of this formula, charge and spin) comes out at 0.5218 eV. As for the HOMO energy: -0.84 eV. As for the LUMO energy: 3.720 eV. As for the charge: -2.

---

Entry 2:
Formula: C23H33N4OPSiW
Source: the Open Molecules 2025 dataset
Level of theory: the ωB97M-V functional and the def2-TZVPD basis

Last column: natural (NBO) charge in e.
Element x y z (Å)
W 0.55 0.84 -0.98  0.7523
Si 2.62 1.81 -0.14  0.5853
P -0.53 2.88 -0.51  0.9009
N 0.90 0.76 -2.72  -0.5410
H -0.49 2.17 2.26  0.5201
C -2.33 2.96 -0.74  -0.9614
H -2.62 4.01 -0.77  0.2519
H -2.86 2.44 0.07  0.2267
H -2.60 2.50 -1.69  0.2698
C -0.10 4.11 0.75  -0.9407
H -0.79 4.94 0.63  0.2616
H 0.91 4.48 0.60  0.2823
H -0.16 3.76 1.78  0.1991
C 0.03 3.86 -1.98  -0.8770
H -0.52 4.82 -1.86  0.2396
H -0.26 3.36 -2.92  0.2663
H 1.11 4.04 -1.95  0.2696
C 2.91 2.24 1.70  -1.0500
H 2.74 1.36 2.32  0.1930
H 2.26 3.04 2.03  0.2112
H 3.95 2.55 1.84  0.2723
H 3.74 0.83 -0.35  -0.1595
H 3.12 3.07 -0.78  -0.1465
C 1.20 0.71 -4.03  0.0767
C 0.73 -0.23 -6.21  -0.1803
C 0.30 0.03 -4.92  -0.2251
C 2.47 1.20 -4.52  -0.2097
C 2.83 0.89 -5.82  -0.1875
C 1.98 0.18 -6.67  -0.2009
H 0.10 -0.81 -6.89  0.2279
H -0.67 -0.36 -4.54  0.2124
H 3.14 1.69 -3.78  0.2291
H 3.82 1.19 -6.15  0.2326
H 2.33 -0.09 -7.65  0.2341
C -0.90 1.41 3.76  0.7527
O 0.01 2.11 3.10  -0.5455
C -1.61 0.15 3.39  -0.7700
H -2.51 0.12 4.06  0.2915
H -1.00 -0.76 3.62  0.3220
H -1.99 0.06 2.36  0.2705
C -0.94 1.85 5.14  -0.7561
H -1.96 2.15 5.39  0.3108
H -0.24 2.69 5.28  0.2830
H -0.68 1.01 5.80  0.3047
N -3.38 -8.77 1.31  -0.1987
C -2.84 -7.73 1.26  0.2267
C -2.19 -6.45 1.21  -0.1333
C -2.31 -5.64 0.08  -0.1143
C -1.68 -4.39 0.02  -0.2412
C -0.92 -3.95 1.12  0.1902
C -0.80 -4.75 2.27  -0.2336
C -1.44 -6.00 2.31  -0.1297
N -0.22 -2.71 1.01  -0.3201
C 0.75 -2.24 1.90  -0.0591
C 1.17 -1.03 1.44  -0.0496
N 0.48 -0.75 0.26  -0.6144
C -0.35 -1.79 0.03  0.2504
H -2.90 -5.98 -0.77  0.2559
H -1.75 -3.76 -0.87  0.2216
H -0.21 -4.42 3.13  0.2244
H -1.36 -6.63 3.19  0.2574
H 1.07 -2.82 2.76  0.2611
H 1.91 -0.36 1.83  0.2591
H -1.04 -1.85 -0.81  0.2485

Its molar mass is 624.444 g/mol. The HOMO-LUMO gap comes out at 3.96 eV. The strongest force on any atom comes out at 3.9 eV/A. The calculated total energy is -51367.458 eV. As for the HOMO energy: -12.45 eV. As for the LUMO energy: -8.489 eV. As for the charge: +2.

---

Entry 3:
Formula: C2H8NO
Source: the Open Molecules 2025 dataset
Level of theory: the ωB97M-V functional and the def2-TZVPD basis

Last column: natural (NBO) charge in e.
Element x y z (Å)
C -1.48 0.72 -0.59  -0.4104
C -0.07 1.54 -2.32  -0.3372
N -0.30 1.37 -1.05  -0.5699
H -1.81 1.16 0.36  0.2068
H -2.14 1.00 -1.48  0.1978
H -1.31 -0.38 -0.64  0.1869
H -0.99 1.57 -2.89  0.1628
H 1.01 1.66 -2.68  0.1908
H 0.55 1.25 -0.53  0.3724
H 2.71 -3.80 3.64  0.4701
H 1.61 -3.09 4.43  0.4692
O 2.23 -3.01 3.75  -0.9393

Its molar mass is 62.092 g/mol. The HOMO-LUMO gap (spin up / spin down) comes out at 6.56 / 11.42 eV. The strongest force on any atom comes out at 4.5 eV/A. The calculated total energy is -5738.620 eV. The relative energy (zero: lowest compared OMol25 entry of this formula, charge and spin) comes out at 1.0845 eV. As for the HOMO energy (spin up / spin down): -5.54 / -10.41 eV. As for the LUMO energy (spin up / spin down): 1.026 / 1.003 eV. As for the charge: 0. As for the multiplicity: 2.